--- 1 ---
{
  "formula": "C2H6N2O",
  "method": "ωB97M-V/def2-TZVPD",
  "e_homo_ev": -9.1,
  "homo_lumo_gap_ev": 9.89,
  "multiplicity": 1,
  "total_charge": 0,
  "symbols": ["N", "C", "N", "C", "O", "H", "H", "H", "H", "H", "H"],
  "coordinates": [[1.372, -0.157, 0.488], [0.492, 0.769, -0.163], [-0.837, 0.215, -0.388], [-1.303, -1.015, -0.063], [-0.876, -1.791, 0.757], [1.153, -0.328, 1.459], [2.311, 0.218, 0.436], [0.383, 1.737, 0.332], [0.913, 0.976, -1.143], [-1.378, 0.644, -1.120], [-2.231, -1.267, -0.595]]
}

---

--- 2 ---
{
  "formula": "C2H6N2O",
  "method": "ωB97M-V/def2-TZVPD",
  "e_homo_ev": -9.5,
  "homo_lumo_gap_ev": 10.42,
  "multiplicity": 1,
  "total_charge": 0,
  "symbols": ["H", "N", "C", "N", "O", "C", "H", "H", "H", "H", "H"],
  "coordinates": [[0.458, -1.941, 1.149], [0.041, -1.524, 0.380], [0.337, -0.307, 0.383], [1.157, 0.408, 1.157], [-0.079, 0.602, -0.598], [-1.305, 0.608, -1.297], [1.186, 1.400, 1.088], [1.355, -0.143, 1.944], [-1.695, -0.370, -1.454], [-2.112, 1.125, -0.870], [-1.131, 1.117, -2.344]]
}

---

--- 3 ---
{
  "formula": "C2H6N2O",
  "method": "ωB97M-V/def2-TZVPD",
  "e_homo_ev": -9.1,
  "homo_lumo_gap_ev": 9.62,
  "multiplicity": 1,
  "total_charge": 0,
  "symbols": ["N", "N", "C", "C", "O", "H", "H", "H", "H", "H", "H"],
  "coordinates": [[-1.497, -0.747, 0.105], [-1.091, 0.615, -0.442], [0.098, 1.099, 0.109], [1.026, 0.055, 0.697], [1.421, -0.644, -0.610], [-0.767, -0.969, 0.852], [-2.522, -0.892, 0.450], [0.160, 2.116, -0.312], [1.891, 0.450, 1.053], [0.601, -0.759, 1.522], [0.648, -0.803, -1.162]]
}

---

Verdict on stability: 3 comes out at the bottom.

---

--- 1 ---
{
  "formula": "C2H6N2O",
  "method": "ωB97M-V/def2-TZVPD",
  "e_homo_ev": -9.5,
  "homo_lumo_gap_ev": 10.58,
  "multiplicity": 1,
  "total_charge": 0,
  "symbols": ["N", "C", "O", "H", "H", "H", "C", "N", "H", "H", "H"],
  "coordinates": [[-1.460, 0.931, -0.090], [-0.994, 0.525, 1.140], [-0.055, 1.005, 1.713], [-1.075, 1.782, -0.466], [-2.450, 0.760, -0.187], [-1.490, -0.454, 1.431], [1.067, -1.584, -1.704], [1.547, -0.841, -0.803], [0.294, -1.198, -2.377], [1.390, -2.599, -1.961], [2.553, -0.993, -0.589]]
}

---

--- 2 ---
{
  "formula": "C2H6N2O",
  "method": "ωB97M-V/def2-TZVPD",
  "e_homo_ev": -9.3,
  "homo_lumo_gap_ev": 10.16,
  "multiplicity": 1,
  "total_charge": 0,
  "symbols": ["H", "N", "C", "N", "C", "O", "H", "H", "H", "H", "H"],
  "coordinates": [[-1.549, 1.947, 1.451], [-1.069, 1.495, 0.689], [-0.080, 0.792, 0.907], [0.589, 0.058, -0.110], [-0.246, -0.593, -1.132], [1.157, -1.017, 0.470], [0.486, 0.605, 1.824], [-1.269, 0.037, -1.307], [0.428, -0.573, -2.207], [-0.536, -1.726, -0.705], [2.090, -1.026, 0.119]]
}

---

Verdict on stability: 2 comes out at the bottom.

---

--- 1 ---
{
  "formula": "C18H26CuN5O3SSeTe",
  "method": "ωB97M-V/def2-TZVPD",
  "e_homo_ev": [-5.0, -5.0],
  "homo_lumo_gap_ev": [7.31, 7.30],
  "multiplicity": 2,
  "total_charge": -1,
  "symbols": ["Cu", "N", "C", "C", "O", "N", "C", "C", "O", "O", "H", "H", "H", "H", "H", "H", "Se", "C", "N", "C", "C", "N", "C", "S", "N", "C", "C", "H", "H", "H", "H", "H", "H", "H", "H", "H", "H", "H", "H", "C", "Te", "C", "C", "C", "C", "C", "C", "C", "H", "H", "H", "H", "H", "H", "H", "H"],
  "coordinates": [[-1.237, -1.841, 0.847], [-1.330, -3.980, 1.639], [-2.779, -4.245, 1.589], [-3.578, -3.003, 2.004], [-4.608, -3.132, 2.675], [-3.037, -1.876, 1.561], [-3.512, -0.605, 2.049], [-2.329, 0.348, 2.209], [-2.463, 1.446, 2.742], [-1.200, -0.089, 1.751], [-0.814, -4.596, 1.023], [-0.970, -4.090, 2.578], [-3.091, -5.075, 2.224], [-3.036, -4.483, 0.555], [-4.029, -0.708, 3.006], [-4.222, -0.131, 1.361], [-1.415, -4.245, -3.561], [-1.458, -3.317, -2.026], [-1.480, -2.719, -1.028], [1.449, 3.328, 0.405], [0.526, 2.168, 0.740], [1.120, 0.870, 0.411], [1.346, -0.162, 1.226], [1.205, -1.762, 0.582], [1.728, -0.037, 2.495], [1.898, 1.149, 3.320], [0.714, 1.396, 4.245], [0.948, 4.276, 0.609], [1.725, 3.305, -0.651], [2.372, 3.295, 0.986], [-0.388, 2.229, 0.147], [0.183, 2.172, 1.769], [0.819, 0.536, -0.498], [1.766, -0.926, 2.968], [2.089, 2.001, 2.673], [2.809, 0.998, 3.906], [-0.219, 1.524, 3.694], [0.896, 2.284, 4.854], [0.580, 0.548, 4.920], [0.300, -0.799, -3.086], [-1.369, 0.235, -2.245], [-0.568, 1.944, -3.276], [0.862, 1.595, -3.606], [1.775, 2.572, -3.996], [3.084, 2.238, -4.303], [3.492, 0.912, -4.224], [2.590, -0.065, -3.839], [1.272, 0.263, -3.525], [-0.031, -1.440, -3.903], [0.725, -1.431, -2.307], [-0.624, 2.828, -2.642], [-1.144, 2.137, -4.181], [1.452, 3.606, -4.052], [3.786, 3.009, -4.597], [4.515, 0.642, -4.455], [2.905, -1.099, -3.765]]
}

---

--- 2 ---
{
  "formula": "C18H26CuN5O3SSeTe",
  "method": "ωB97M-V/def2-TZVPD",
  "e_homo_ev": -5.4,
  "homo_lumo_gap_ev": 7.64,
  "multiplicity": 2,
  "total_charge": -1,
  "symbols": ["Cu", "N", "C", "C", "O", "N", "C", "C", "O", "O", "H", "H", "H", "H", "H", "H", "Se", "C", "N", "C", "C", "N", "C", "S", "N", "C", "C", "H", "H", "H", "H", "H", "H", "H", "H", "H", "H", "H", "H", "C", "Te", "C", "C", "C", "C", "C", "C", "C", "H", "H", "H", "H", "H", "H", "H", "H"],
  "coordinates": [[-0.791, 2.872, -1.540], [-1.133, 2.165, -3.453], [0.102, 2.366, -4.240], [1.071, 3.353, -3.582], [2.098, 3.678, -4.178], [0.679, 3.723, -2.367], [1.552, 4.447, -1.478], [1.078, 4.239, -0.034], [1.689, 4.749, 0.891], [0.018, 3.491, 0.112], [-1.402, 1.179, -3.466], [-1.904, 2.701, -3.835], [-0.106, 2.692, -5.260], [0.623, 1.409, -4.303], [1.571, 5.522, -1.683], [2.585, 4.095, -1.550], [-5.318, 1.754, -0.082], [-3.618, 2.072, -0.522], [-2.500, 2.239, -0.807], [-0.664, -4.501, 0.629], [-0.191, -3.272, -0.127], [-0.958, -3.029, -1.354], [-1.330, -1.767, -1.748], [-1.065, -1.296, -3.350], [-1.919, -0.972, -0.864], [-2.567, -1.336, 0.393], [-1.968, -0.622, 1.594], [-0.043, -4.655, 1.513], [-0.599, -5.391, 0.001], [-1.701, -4.395, 0.951], [0.862, -3.394, -0.396], [-0.236, -2.385, 0.500], [-0.599, -3.528, -2.154], [-2.090, -0.026, -1.174], [-2.521, -2.418, 0.502], [-3.620, -1.061, 0.298], [-0.912, -0.861, 1.719], [-2.498, -0.917, 2.502], [-2.060, 0.458, 1.480], [2.646, -0.901, 0.399], [1.631, 0.862, -0.294], [1.373, 1.250, 1.791], [1.542, -0.075, 2.484], [1.085, -0.275, 3.784], [1.204, -1.514, 4.397], [1.792, -2.569, 3.713], [2.263, -2.375, 2.423], [2.143, -1.135, 1.800], [3.721, -0.717, 0.397], [2.444, -1.746, -0.256], [0.388, 1.685, 1.937], [2.111, 1.986, 2.108], [0.611, 0.546, 4.309], [0.828, -1.658, 5.402], [1.880, -3.542, 4.182], [2.724, -3.196, 1.885]]
}

---

Verdict on stability: 1 comes out at the bottom.

---

--- 1 ---
{
  "formula": "C7H17NO2",
  "method": "ωB97M-V/def2-TZVPD",
  "e_homo_ev": -7.0,
  "homo_lumo_gap_ev": 7.71,
  "multiplicity": 1,
  "total_charge": 0,
  "symbols": ["C", "C", "C", "O", "O", "H", "H", "H", "H", "H", "H", "H", "H", "C", "C", "C", "C", "N", "H", "H", "H", "H", "H", "H", "H", "H", "H"],
  "coordinates": [[1.775, -0.116, -0.928], [3.087, 0.483, -0.465], [0.746, -0.073, 1.319], [1.096, 0.483, -1.767], [1.721, -1.502, -0.979], [-0.541, 0.012, -1.629], [2.133, -1.863, -0.185], [3.774, 0.468, -1.315], [2.923, 1.510, -0.149], [3.539, -0.068, 0.359], [0.186, -0.943, 1.671], [1.789, -0.282, 1.559], [0.516, 0.795, 1.939], [-1.561, -1.718, -0.987], [-2.223, 0.083, 1.255], [-1.061, 1.924, -0.075], [-1.330, 0.461, 0.116], [-1.298, -0.286, -0.978], [-0.882, -2.245, -0.311], [-1.383, -2.085, -1.994], [-2.597, -1.923, -0.715], [-1.860, 0.546, 2.170], [-0.226, 2.072, -0.757], [-2.282, -0.991, 1.409], [-3.233, 0.462, 1.062], [-0.856, 2.403, 0.880], [-1.952, 2.395, -0.505]]
}

---

--- 2 ---
{
  "formula": "C7H17NO2",
  "method": "ωB97M-V/def2-TZVPD",
  "e_homo_ev": -8.4,
  "homo_lumo_gap_ev": 9.03,
  "multiplicity": 1,
  "total_charge": 0,
  "symbols": ["C", "C", "C", "C", "C", "C", "C", "N", "H", "H", "H", "H", "H", "H", "H", "H", "H", "H", "H", "H", "H", "O", "H", "H", "O", "H", "H"],
  "coordinates": [[0.743, 3.145, -0.951], [0.804, 2.484, -2.149], [-0.066, 1.343, -2.385], [-0.405, 0.554, -1.293], [-1.569, -0.254, -1.170], [-1.931, -0.616, 0.260], [-1.022, -1.167, 1.321], [0.074, -0.223, 1.947], [0.339, 2.849, -0.113], [1.287, 3.926, -0.706], [1.542, 2.627, -2.952], [-0.514, 1.240, -3.378], [0.281, 0.466, -0.392], [-1.302, -1.207, -1.674], [-2.383, 0.240, -1.756], [-2.559, 0.175, 0.824], [-2.871, -1.250, 0.426], [-1.667, -1.516, 2.218], [-0.281, -1.895, 1.092], [0.165, 0.365, 1.167], [-0.255, 0.521, 2.754], [2.396, -2.431, 2.138], [1.752, -3.030, 1.941], [2.097, -1.714, 2.641], [1.929, -1.539, -0.353], [2.344, -1.883, 0.457], [1.071, -1.210, 0.089]]
}

---

Verdict on stability: 2 comes out at the bottom.

---

--- 1 ---
{
  "formula": "C4H4BrClO2",
  "method": "ωB97M-V/def2-TZVPD",
  "e_homo_ev": -10.5,
  "homo_lumo_gap_ev": 10.91,
  "multiplicity": 1,
  "total_charge": 0,
  "symbols": ["O", "C", "O", "C", "C", "C", "Cl", "Br", "H", "H", "H", "H"],
  "coordinates": [[1.401, -1.115, 1.934], [0.658, -0.682, 1.155], [-0.696, -0.886, 1.149], [-1.333, -0.121, 0.058], [-0.250, 0.162, -0.997], [1.026, 0.286, -0.004], [0.992, 1.924, 0.750], [2.669, -0.147, -0.966], [-1.945, 0.720, 0.351], [-2.046, -0.857, -0.191], [-0.307, -0.544, -1.878], [-0.169, 1.261, -1.361]]
}

---

--- 2 ---
{
  "formula": "C4H4BrClO2",
  "method": "ωB97M-V/def2-TZVPD",
  "e_homo_ev": [-8.5, -8.3],
  "homo_lumo_gap_ev": [8.10, 7.42],
  "multiplicity": 1,
  "total_charge": 0,
  "symbols": ["C", "C", "C", "C", "O", "O", "Cl", "Br", "H", "H", "H", "H"],
  "coordinates": [[-1.375, 0.253, 0.452], [0.644, -1.050, -0.127], [1.368, -0.164, 0.796], [-0.402, -0.042, -0.611], [-1.590, -0.347, 1.446], [-0.078, 0.809, -1.587], [-2.434, 1.619, -0.047], [2.733, 0.858, 0.075], [1.023, -1.468, -0.946], [0.139, -1.898, 0.399], [0.790, 0.006, 1.769], [-0.819, 1.423, -1.619]]
}

---

Verdict on stability: 2 comes out at the bottom.

---

--- 1 ---
{
  "formula": "C18H18ClN3O2",
  "method": "ωB97M-V/def2-TZVPD",
  "e_homo_ev": -8.1,
  "homo_lumo_gap_ev": 8.58,
  "multiplicity": 1,
  "total_charge": 0,
  "symbols": ["O", "C", "N", "C", "O", "N", "C", "C", "N", "C", "C", "C", "C", "C", "Cl", "C", "C", "C", "C", "C", "C", "C", "C", "C", "H", "H", "H", "H", "H", "H", "H", "H", "H", "H", "H", "H", "H", "H", "H", "H", "H", "H"],
  "coordinates": [[1.978, 0.737, -4.310], [1.993, 0.328, -3.172], [2.104, -1.024, -2.919], [2.139, -1.710, -1.687], [3.024, -2.503, -1.451], [1.119, -1.453, -0.838], [-0.120, -0.781, -1.156], [-1.298, -1.687, -0.756], [-1.234, -2.080, 0.632], [-1.736, -1.246, 1.623], [-1.803, -1.698, 2.948], [-2.344, -0.911, 3.943], [-2.848, 0.349, 3.666], [-2.800, 0.791, 2.357], [-3.414, 2.361, 1.961], [-2.257, 0.022, 1.344], [-0.006, -2.811, 0.872], [1.203, -1.933, 0.528], [1.903, 1.222, -1.986], [1.004, 2.285, -2.019], [0.892, 3.135, -0.934], [1.693, 2.942, 0.181], [2.619, 1.912, 0.199], [2.729, 1.053, -0.879], [2.475, -1.558, -3.697], [-0.169, -0.571, -2.224], [-0.174, 0.163, -0.601], [-2.246, -1.193, -0.964], [-1.255, -2.604, -1.354], [-1.450, -2.685, 3.199], [-2.383, -1.288, 4.954], [-3.270, 0.967, 4.442], [-2.245, 0.433, 0.349], [0.064, -3.125, 1.911], [-0.007, -3.702, 0.237], [2.131, -2.496, 0.628], [1.221, -1.066, 1.201], [0.393, 2.425, -2.898], [0.183, 3.948, -0.957], [1.603, 3.602, 1.030], [3.262, 1.779, 1.057], [3.468, 0.264, -0.867]]
}

---

--- 2 ---
{
  "formula": "C18H18ClN3O2",
  "method": "ωB97M-V/def2-TZVPD",
  "e_homo_ev": -8.6,
  "homo_lumo_gap_ev": 8.99,
  "multiplicity": 1,
  "total_charge": 0,
  "symbols": ["C", "C", "C", "C", "C", "C", "C", "C", "C", "N", "N", "C", "O", "C", "N", "C", "O", "C", "C", "C", "C", "C", "Cl", "C", "H", "H", "H", "H", "H", "H", "H", "H", "H", "H", "H", "H", "H", "H", "H", "H", "H", "H"],
  "coordinates": [[-3.272, -2.568, 0.787], [-2.912, -1.156, 0.448], [-3.973, -0.119, 0.703], [-3.506, 1.277, 0.398], [-2.677, 1.945, 1.290], [-2.231, 3.224, 1.011], [-2.610, 3.852, -0.163], [-3.434, 3.192, -1.057], [-3.878, 1.911, -0.778], [-1.821, -0.745, -0.050], [-0.760, -1.585, -0.288], [-0.184, -2.424, 0.596], [-0.581, -2.661, 1.721], [1.109, -3.046, 0.036], [2.205, -2.101, 0.079], [2.360, -1.155, -0.871], [1.600, -1.062, -1.823], [3.545, -0.265, -0.709], [4.164, 0.211, -1.861], [5.268, 1.038, -1.769], [5.759, 1.412, -0.530], [5.125, 0.956, 0.615], [5.716, 1.437, 2.167], [4.023, 0.120, 0.540], [-2.753, -2.873, 1.697], [-2.938, -3.236, -0.007], [-4.344, -2.676, 0.930], [-4.847, -0.368, 0.095], [-4.267, -0.198, 1.754], [-2.379, 1.456, 2.206], [-1.585, 3.734, 1.712], [-2.262, 4.851, -0.381], [-3.733, 3.676, -1.976], [-4.520, 1.401, -1.482], [-0.195, -1.275, -1.081], [1.366, -3.917, 0.640], [0.952, -3.341, -1.005], [2.806, -2.112, 0.886], [3.763, -0.080, -2.820], [5.749, 1.398, -2.665], [6.619, 2.059, -0.449], [3.534, -0.189, 1.451]]
}

---

Verdict on stability: 2 comes out at the bottom.

---

--- 1 ---
{
  "formula": "C8H12O2",
  "method": "ωB97M-V/def2-TZVPD",
  "e_homo_ev": -8.6,
  "homo_lumo_gap_ev": 9.38,
  "multiplicity": 1,
  "total_charge": 0,
  "symbols": ["C", "C", "C", "C", "C", "O", "C", "C", "H", "H", "H", "H", "H", "H", "H", "H", "C", "O", "H", "H", "H", "H"],
  "coordinates": [[2.392, -0.910, 0.226], [0.950, -0.669, 0.578], [-0.074, -1.292, -0.133], [-1.400, -1.122, 0.250], [-1.691, -0.334, 1.352], [-3.032, -0.165, 1.695], [-0.727, 0.563, 1.821], [0.579, 0.413, 1.388], [3.056, -0.064, 0.056], [2.449, -1.616, -0.594], [2.834, -1.408, 1.090], [0.164, -1.992, -0.919], [-2.199, -1.708, -0.179], [-3.093, -0.287, 2.649], [-1.071, 1.427, 2.371], [1.378, 1.027, 1.786], [1.132, 1.875, -3.506], [1.219, 0.898, -2.478], [0.733, 2.839, -3.181], [0.511, 1.431, -4.282], [2.109, 2.104, -3.926], [1.232, 1.329, -1.611]]
}

---

--- 2 ---
{
  "formula": "C8H12O2",
  "method": "ωB97M-V/def2-TZVPD",
  "e_homo_ev": -9.0,
  "homo_lumo_gap_ev": 9.36,
  "multiplicity": 1,
  "total_charge": 0,
  "symbols": ["C", "C", "C", "O", "C", "C", "C", "C", "C", "O", "H", "H", "H", "H", "H", "H", "H", "H", "H", "H", "H", "H"],
  "coordinates": [[-2.711, 0.680, 0.240], [-1.756, 0.717, 1.212], [-0.267, 0.571, 1.098], [0.463, 1.349, 1.712], [0.265, -0.517, 0.210], [-0.707, -1.680, -0.141], [1.639, -1.101, 0.422], [0.412, 0.703, -1.224], [1.722, 1.470, -1.089], [-0.396, 0.653, -2.073], [-2.496, 0.623, -0.844], [-3.795, 0.758, 0.433], [-2.025, 0.673, 2.186], [-0.142, -2.270, -0.907], [-1.637, -1.368, -0.587], [-0.706, -2.250, 0.778], [1.957, -1.481, -0.562], [1.601, -2.060, 1.062], [2.311, -0.372, 0.987], [2.616, 1.021, -1.656], [1.868, 1.387, 0.008], [1.784, 2.494, -1.265]]
}

---

Verdict on stability: 2 comes out at the bottom.

---

--- 1 ---
{
  "formula": "C2H3Br",
  "method": "ωB97M-V/def2-TZVPD",
  "e_homo_ev": -9.9,
  "homo_lumo_gap_ev": 10.17,
  "multiplicity": 1,
  "total_charge": 0,
  "symbols": ["C", "C", "Br", "H", "H", "H"],
  "coordinates": [[0.164, 0.545, -0.543], [-0.063, -0.574, 0.118], [-0.882, -0.494, 2.150], [0.715, 0.592, -1.403], [-0.165, 1.476, -0.381], [0.231, -1.546, 0.060]]
}

---

--- 2 ---
{
  "formula": "C2H3Br",
  "method": "ωB97M-V/def2-TZVPD",
  "e_homo_ev": [-10.5, -8.5],
  "homo_lumo_gap_ev": [10.03, 5.26],
  "multiplicity": 1,
  "total_charge": 0,
  "symbols": ["C", "C", "Br", "H", "H", "H"],
  "coordinates": [[-0.774, 0.425, 0.015], [-0.325, -0.761, -0.015], [3.161, 0.138, -0.018], [-1.827, 0.695, 0.090], [-0.124, 1.297, -0.037], [-0.112, -1.793, -0.036]]
}

---

Verdict on stability: 2 comes out at the bottom.